# 1
Entry from the Open Molecules 2025 dataset: a 2-piece molecular cluster, C6H11FNO3 overall (wB97M-V/def2-TZVPD).

Geometry (Å):
C1 -1.546 -0.427 0.256
C2 -0.452 3.411 1.002
C3 -0.409 2.510 2.068
C4 0.663 -1.779 -2.284
C5 -0.486 -0.314 -0.745
C6 1.711 -2.367 -1.361
N1 -0.149 -0.722 0.613
O1 -0.290 -1.021 -1.863
O2 -1.541 4.185 0.884
O3 1.167 -3.244 -0.387
F1 0.598 1.610 2.159
H1 -1.952 0.483 0.689
H2 -2.157 -1.197 0.099
H3 0.367 3.453 0.371
H4 -1.102 2.390 2.792
H5 0.710 -1.879 -3.442
H6 1.924 -1.534 -0.749
H7 2.593 -2.778 -1.814
H8 0.312 -0.075 1.196
H9 0.028 -1.693 0.887
H10 -1.269 5.071 0.481
H11 1.279 -4.082 -0.852

## Properties
total charge: +1
HOMO (alpha / beta): -11.97 / -11.97 eV
HOMO-LUMO gap (alpha / beta): 7.80 / 7.25 eV
energy: -16736.804 eV
multiplicity: 1

# 2
Entry from the Open Molecules 2025 dataset: one molecule with the formula CH2ClNS (wB97M-V/def2-TZVPD).

Geometry (Å):
C1 1.849 -0.133 -0.124
N1 0.228 -0.059 -0.374
S1 2.616 -1.503 0.056
Cl1 2.602 1.423 -0.062
H1 -0.194 -0.427 0.497
H2 -0.142 0.854 -0.495

## Properties
total charge: 0
HOMO (alpha / beta): -6.84 / -10.07 eV
HOMO-LUMO gap (alpha / beta): 7.71 / 6.98 eV
energy: -25913.332 eV
multiplicity: 3

# 3
Entry from the Open Molecules 2025 dataset: an isolated ion of composition C5H5N4O2 and charge -1 (wB97M-V/def2-TZVPD).

Geometry (Å):
C1 0.401 2.022 1.300
C2 0.219 0.693 0.629
N1 1.369 0.390 -0.098
N2 1.939 -0.626 -0.408
N3 2.749 -1.320 -0.846
C3 -0.963 0.131 0.269
O1 -2.004 0.578 1.129
C4 -1.250 -0.997 -0.483
N4 -0.344 -1.403 -1.501
C5 0.250 -2.312 -1.926
O2 0.986 -2.926 -2.594
H1 1.067 1.915 2.227
H2 0.932 2.682 0.648
H3 -0.647 2.540 1.400
H4 -2.421 -0.239 1.238
H5 -2.284 -1.128 -0.985

## Properties
total charge: -1
HOMO: -1.89 eV
HOMO-LUMO gap: 5.74 eV
energy: -15317.733 eV
structure (SMILES): CC(=N/N=[N-])/C(O)=C\N=C=O
multiplicity: 1

# 4
Entry from the Open Molecules 2025 dataset: C35H48AsO3P3Zr as an isolated structure (wB97M-V/def2-TZVPD).

Geometry (Å):
P1 2.785 -0.367 -1.564
C1 3.360 -0.621 0.136
H1 4.448 -0.785 0.122
H2 2.853 -1.498 0.565
H3 3.126 0.258 0.752
C2 3.287 -1.934 -2.349
H4 3.171 -1.895 -3.435
H5 2.648 -2.735 -1.952
H6 4.331 -2.143 -2.097
C3 3.922 0.888 -2.222
H7 4.929 0.468 -2.248
H8 3.897 1.771 -1.579
H9 3.616 1.181 -3.227
P2 -0.971 3.125 -1.911
C4 -1.101 4.159 -0.430
H10 -1.555 5.107 -0.760
H11 -0.101 4.341 -0.009
H12 -1.743 3.680 0.323
C5 0.111 4.159 -2.950
H13 0.104 3.822 -3.992
H14 1.135 4.120 -2.556
H15 -0.283 5.180 -2.885
C6 -2.616 3.340 -2.658
H16 -2.725 4.408 -2.883
H17 -3.387 3.015 -1.949
H18 -2.704 2.750 -3.574
P3 -2.221 -1.737 -1.401
C7 -2.995 -2.051 0.209
H19 -3.644 -2.937 0.102
H20 -3.594 -1.183 0.523
H21 -2.227 -2.246 0.973
C8 -3.658 -1.594 -2.503
H22 -4.369 -2.383 -2.250
H23 -3.369 -1.672 -3.551
H24 -4.119 -0.613 -2.330
C9 -1.424 -3.336 -1.753
H25 -2.192 -4.113 -1.787
H26 -0.700 -3.569 -0.964
H27 -0.889 -3.315 -2.704
Zr1 -0.083 0.195 -2.152
C10 1.286 1.988 -1.038
O1 1.745 2.583 -0.147
C11 -2.191 0.941 -0.943
O2 -2.857 1.251 -0.044
C12 -1.451 0.126 -4.255
C13 -0.796 -1.127 -4.110
C14 0.606 -1.192 -4.008
C15 1.368 -0.007 -4.194
C16 0.728 1.237 -4.341
C17 -0.685 1.294 -4.411
H28 -2.542 0.179 -4.313
H29 -1.370 -2.054 -4.149
H30 1.094 -2.159 -3.882
H31 2.455 -0.064 -4.299
H32 1.332 2.140 -4.455
H33 -1.181 2.227 -4.677
O3 0.093 -0.199 -0.256
As1 0.187 -0.397 2.077
C18 1.423 0.892 2.911
C19 2.737 0.520 3.252
C20 3.615 1.457 3.817
C21 3.166 2.765 4.056
C22 1.858 3.148 3.720
C23 0.992 2.214 3.135
C24 -1.566 -0.302 3.011
C25 -2.131 -1.440 3.615
C26 -3.390 -1.352 4.227
C27 -4.053 -0.116 4.273
C28 -3.489 1.024 3.678
C29 -2.259 0.920 3.015
C30 0.833 -2.119 2.732
C31 1.449 -2.286 3.987
C32 1.798 -3.572 4.422
C33 1.503 -4.682 3.615
C34 0.887 -4.521 2.363
C35 0.571 -3.233 1.907
H34 3.075 -0.511 3.128
H35 4.642 1.165 4.078
H36 3.852 3.501 4.488
H37 1.517 4.176 3.912
H38 -0.034 2.511 2.919
H39 -1.580 -2.383 3.654
H40 -3.839 -2.240 4.689
H41 -5.027 -0.044 4.768
H42 -4.008 1.989 3.732
H43 -1.822 1.818 2.577
H44 1.643 -1.428 4.633
H45 2.284 -3.703 5.397
H46 1.750 -5.686 3.970
H47 0.641 -5.396 1.747
H48 0.093 -3.096 0.933

## Properties
total charge: +4
HOMO: -19.10 eV
HOMO-LUMO gap: 6.05 eV
energy: -133161.788 eV
multiplicity: 1

# 5
Entry from the Open Molecules 2025 dataset: C51H29IN3O8PPb as an isolated structure (wB97M-V/def2-TZVPD).

Geometry (Å):
Pb1 -0.984 0.070 1.494
O1 -4.633 -6.069 -1.834
C1 -3.384 -5.904 -2.033
O2 -2.437 -6.702 -2.362
C2 -2.811 -4.568 -1.790
C3 -3.659 -3.429 -1.728
C4 -3.106 -2.232 -1.257
N1 -1.768 -2.003 -1.179
C5 -0.958 -3.057 -1.357
C6 -1.423 -4.368 -1.610
C7 0.573 -2.824 -1.264
O3 1.372 -3.727 -1.085
O4 0.872 -1.498 -1.291
H1 -4.714 -3.533 -2.013
H2 -3.710 -1.359 -1.001
H3 -0.659 -5.143 -1.702
O5 3.928 -1.936 2.107
C8 3.863 -1.556 0.953
O6 2.626 -1.493 0.287
C9 4.926 -1.013 0.073
C10 6.265 -0.786 0.404
C11 7.063 -0.191 -0.575
C12 6.472 0.249 -1.776
C13 5.149 -0.038 -2.134
C14 4.360 -0.641 -1.147
P1 2.571 -0.992 -1.301
C15 2.059 0.717 -1.582
C16 2.719 1.728 -0.911
C17 2.389 3.049 -1.152
C18 1.458 3.380 -2.126
C19 0.780 2.371 -2.811
C20 1.073 1.044 -2.486
C21 2.883 -1.799 -2.915
C22 2.591 -1.236 -4.159
C23 2.688 -1.988 -5.320
C24 3.242 -3.268 -5.254
C25 3.736 -3.764 -4.030
C26 3.522 -3.023 -2.878
H4 6.555 -1.178 1.410
H5 8.135 -0.105 -0.351
H6 7.147 0.734 -2.519
H7 4.780 0.257 -3.140
H8 3.455 1.506 -0.174
H9 2.876 3.821 -0.551
H10 1.315 4.448 -2.385
H11 0.001 2.580 -3.571
H12 0.389 0.248 -2.901
H13 2.302 -0.196 -4.252
H14 2.252 -1.607 -6.252
H15 3.408 -3.881 -6.114
H16 4.134 -4.754 -3.977
H17 3.859 -3.396 -1.917
I1 -4.181 -4.252 8.926
C27 -3.446 -3.367 7.154
C28 -3.658 -1.989 6.948
C29 -3.242 -1.385 5.795
C30 -2.566 -2.138 4.822
C31 -2.356 -3.496 5.010
C32 -2.827 -4.115 6.177
C33 -1.995 -1.478 3.596
O7 -1.383 -2.190 2.797
O8 -2.168 -0.207 3.507
H18 -4.153 -1.443 7.724
H19 -3.545 -0.361 5.599
H20 -1.803 -4.051 4.245
H21 -2.718 -5.191 6.323
N2 -1.045 8.188 6.229
C34 -0.664 7.224 5.706
C35 -0.297 6.018 5.048
C36 1.007 5.788 4.550
C37 1.238 4.629 3.848
C38 0.182 3.705 3.589
C39 -1.154 3.969 4.142
C40 -1.370 5.120 4.862
C41 0.361 2.484 2.877
C42 0.516 1.414 2.284
H22 1.799 6.506 4.734
H23 2.226 4.388 3.513
H24 -1.947 3.233 4.001
H25 -2.296 5.325 5.424
N3 -4.654 4.347 -6.479
C43 -4.429 3.852 -5.464
C44 -4.171 3.181 -4.239
C45 -4.278 3.963 -3.039
C46 -4.050 3.388 -1.806
C47 -3.595 2.058 -1.774
C48 -3.520 1.250 -2.959
C49 -3.761 1.849 -4.194
C50 -3.119 1.548 -0.528
C51 -2.622 0.903 0.384
H26 -4.638 4.996 -3.072
H27 -4.202 3.946 -0.865
H28 -3.206 0.195 -2.855
H29 -3.809 1.254 -5.097

## Properties
total charge: -2
HOMO: -2.27 eV
HOMO-LUMO gap: 5.36 eV
energy: -96843.348 eV
multiplicity: 1

# 6
Entry from the Open Molecules 2025 dataset: one molecule with the formula C3H3N3O2 (wB97M-V/def2-TZVPD).

Geometry (Å):
O1 -2.867 -0.418 0.185
C1 -1.934 0.440 0.028
N1 -0.521 0.159 -0.146
C2 0.411 1.199 -0.122
N2 1.645 1.162 0.046
O2 2.175 -0.269 0.255
C3 1.211 -1.194 -0.068
N3 -0.017 -1.132 -0.178
H1 -2.049 1.467 -0.132
H2 -0.076 2.200 -0.218
H3 1.780 -2.160 -0.248

## Properties
total charge: 0
HOMO: -9.53 eV
HOMO-LUMO gap: 10.09 eV
energy: -11720.932 eV
structure (SMILES): O=CN1C=NOC=N1
multiplicity: 1

# 7
Entry from the Open Molecules 2025 dataset: C28H27CoN7OSe as an isolated structure (wB97M-V/def2-TZVPD).

Geometry (Å):
Co1 -4.491 -17.091 4.492
C1 -7.125 -29.885 0.789
O1 -7.653 -28.585 0.426
C2 -7.036 -27.510 0.761
C3 -7.527 -26.305 0.032
C4 -7.023 -25.126 0.400
C5 -5.999 -24.970 1.400
C6 -5.437 -26.090 1.949
C7 -5.897 -27.389 1.679
C8 -5.685 -23.686 1.946
N1 -6.494 -22.643 1.762
C9 -5.894 -21.651 2.427
C10 -4.662 -22.041 2.912
N2 -4.579 -23.357 2.729
C11 -3.766 -21.104 3.578
C12 -2.560 -21.464 4.179
C13 -1.864 -20.464 4.796
C14 -2.316 -19.154 4.719
N3 -3.441 -18.826 4.208
C15 -4.228 -19.795 3.707
C16 -5.486 -19.407 3.106
N4 -5.849 -18.122 3.301
C17 -7.007 -17.687 2.888
C18 -7.915 -18.572 2.275
C19 -7.626 -19.909 2.058
C20 -6.359 -20.333 2.524
H1 -7.085 -29.824 1.819
H2 -6.177 -30.032 0.346
H3 -7.832 -30.588 0.477
H4 -8.311 -26.361 -0.704
H5 -7.574 -24.259 0.024
H6 -4.528 -25.981 2.548
H7 -5.530 -28.329 2.084
H8 -3.794 -23.971 2.941
H9 -2.183 -22.451 4.156
H10 -0.978 -20.613 5.360
H11 -1.665 -18.376 5.207
H12 -7.213 -16.644 2.931
H13 -8.852 -18.219 1.928
H14 -8.267 -20.551 1.395
C21 -6.392 -17.666 9.520
C22 -6.684 -16.538 8.533
C23 -6.001 -16.744 7.262
N5 -5.385 -16.985 6.305
H15 -6.931 -17.470 10.437
H16 -5.403 -17.605 9.890
H17 -6.535 -18.708 9.143
H18 -6.303 -15.592 8.833
H19 -7.769 -16.368 8.324
C24 -2.382 -16.506 1.349
N6 -3.699 -15.899 1.262
C25 -4.536 -15.968 0.134
C26 -5.594 -15.195 0.361
N7 -5.447 -14.689 1.625
C27 -6.466 -13.752 2.074
C28 -4.309 -15.166 2.137
Se1 -3.721 -14.898 3.963
H20 -2.093 -16.615 2.406
H21 -1.690 -15.766 0.924
H22 -2.289 -17.522 0.947
H23 -4.190 -16.631 -0.673
H24 -6.337 -14.969 -0.317
H25 -6.580 -13.782 3.111
H26 -7.373 -13.990 1.548
H27 -6.245 -12.719 1.804

## Properties
total charge: +3
HOMO (alpha / beta): -15.79 / -15.94 eV
HOMO-LUMO gap (alpha / beta): 7.66 / 5.37 eV
energy: -144902.325 eV
multiplicity: 5

# 8
Entry from the Open Molecules 2025 dataset: C52H44ClCsN3O5P as an isolated structure (wB97M-V/def2-TZVPD).

Geometry (Å):
Cs1 0.190 -0.573 0.487
C1 -1.625 2.774 -1.196
C2 -2.617 1.720 -1.586
C3 -3.902 2.023 -2.035
C4 -4.756 0.987 -2.379
C5 -4.308 -0.319 -2.276
C6 -3.009 -0.532 -1.825
N1 -2.196 0.460 -1.482
C7 -2.484 -1.925 -1.675
C8 -3.229 -2.852 -0.955
C9 -2.732 -4.134 -0.823
C10 -1.518 -4.439 -1.415
C11 -0.836 -3.437 -2.095
N2 -1.306 -2.197 -2.227
C12 0.512 -3.699 -2.680
C13 0.753 -4.841 -3.435
C14 2.025 -5.010 -3.957
C15 2.989 -4.056 -3.691
C16 2.666 -2.952 -2.899
C17 3.675 -1.920 -2.521
N3 1.434 -2.782 -2.416
H1 -2.063 3.773 -1.229
H2 -0.768 2.743 -1.873
H3 -1.261 2.565 -0.188
H4 -4.215 3.057 -2.103
H5 -5.761 1.197 -2.728
H6 -4.938 -1.158 -2.540
H7 -4.148 -2.547 -0.474
H8 -3.270 -4.873 -0.242
H9 -1.069 -5.418 -1.306
H10 -0.037 -5.557 -3.621
H11 2.261 -5.877 -4.565
H12 3.997 -4.155 -4.074
H13 4.655 -2.144 -2.944
H14 3.749 -1.901 -1.433
H15 3.347 -0.924 -2.826
O1 2.624 1.834 -4.208
C18 2.523 1.987 -2.984
O2 2.441 1.115 -2.076
C19 2.477 3.409 -2.422
C20 2.484 4.492 -3.290
C21 2.434 5.791 -2.807
C22 2.386 6.002 -1.436
C23 2.383 4.922 -0.563
C24 2.420 3.610 -1.038
P1 2.345 2.122 0.067
C25 4.091 1.552 0.067
C26 4.342 0.191 0.224
C27 5.643 -0.288 0.289
C28 6.715 0.588 0.175
C29 6.476 1.943 -0.008
C30 5.173 2.419 -0.059
C31 2.352 3.001 1.728
C32 3.435 3.170 2.590
C33 3.273 3.725 3.855
C34 2.020 4.124 4.291
C35 0.923 3.942 3.457
C36 1.091 3.376 2.204
H16 2.531 4.270 -4.349
H17 2.437 6.633 -3.490
H18 2.353 7.010 -1.037
H19 2.352 5.107 0.502
H20 3.527 -0.527 0.260
H21 5.806 -1.352 0.413
H22 7.731 0.213 0.217
H23 7.305 2.634 -0.114
H24 4.992 3.480 -0.196
H25 4.425 2.860 2.279
H26 4.136 3.836 4.502
H27 1.891 4.546 5.282
H28 -0.072 4.208 3.794
H29 0.214 3.180 1.596
C37 2.893 -3.427 0.934
C38 1.888 -3.221 1.864
C39 0.557 -3.763 1.728
C40 -0.437 -3.535 2.655
C41 -0.231 -2.752 3.795
C42 1.043 -2.189 3.948
C43 2.056 -2.400 3.039
H30 2.717 -4.016 0.042
H31 3.879 -2.997 1.079
H32 0.346 -4.375 0.854
H33 -1.421 -3.964 2.479
H34 -1.024 -2.561 4.506
H35 1.242 -1.558 4.810
H36 3.026 -1.940 3.202
C44 -6.295 1.321 0.969
C45 -6.059 -0.144 1.201
C46 -6.780 -1.090 0.470
C47 -6.616 -2.436 0.722
Cl1 -7.551 -3.600 -0.204
C48 -5.721 -2.888 1.678
C49 -4.981 -1.959 2.386
C50 -5.153 -0.597 2.164
O3 -4.516 0.278 3.002
C51 -3.474 1.126 2.497
C52 -2.248 0.424 1.898
O4 -1.250 1.174 1.761
O5 -2.374 -0.765 1.552
H37 -7.272 1.484 0.512
H38 -5.544 1.746 0.300
H39 -6.248 1.873 1.909
H40 -7.491 -0.766 -0.280
H41 -5.587 -3.948 1.846
H42 -4.232 -2.271 3.099
H43 -3.158 1.724 3.350
H44 -3.871 1.808 1.738

## Properties
total charge: -2
HOMO: -0.10 eV
HOMO-LUMO gap: 3.64 eV
energy: -91708.833 eV
multiplicity: 1

# 9
Entry from the Open Molecules 2025 dataset: a 3-piece molecular cluster, C25H45BF9O2 overall (wB97M-V/def2-TZVPD).

Geometry (Å):
O1 0.734 -2.821 -3.837
C1 1.044 -2.981 -2.668
O2 0.234 -3.768 -1.857
C2 2.208 -2.326 -2.035
B1 1.876 -0.867 -1.276
C3 2.420 0.384 -2.233
C4 2.130 0.255 -3.691
F1 2.536 1.429 -4.384
C5 0.317 -0.720 -0.751
C6 -0.750 -0.286 -1.764
C7 -0.846 1.212 -2.072
C8 -1.036 2.107 -0.875
F2 -2.064 1.709 -0.086
F3 0.085 2.240 -0.126
C9 -1.370 3.557 -1.322
F4 -2.446 3.609 -2.128
F5 -1.640 4.345 -0.261
F6 -0.316 4.072 -1.980
C10 2.838 -0.859 0.085
C11 2.959 0.516 0.735
C12 3.802 0.420 2.000
F7 4.499 -0.728 2.228
C13 3.859 1.344 2.984
F8 4.191 2.616 2.741
F9 3.590 1.051 4.264
H1 0.603 -4.650 -1.805
H2 3.018 -2.265 -2.753
H3 2.570 -3.001 -1.252
H4 2.009 1.318 -1.847
H5 3.503 0.449 -2.096
H6 2.671 -0.560 -4.157
H7 1.070 0.134 -3.894
H8 0.286 -0.105 0.145
H9 0.016 -1.716 -0.415
H10 -1.726 -0.564 -1.358
H11 -0.672 -0.808 -2.715
H12 -0.016 1.608 -2.646
H13 -1.731 1.353 -2.690
H14 3.839 -1.177 -0.209
H15 2.420 -1.569 0.802
H16 2.005 0.881 1.092
H17 3.449 1.241 0.087
C14 -4.848 -7.703 -2.658
C15 -5.388 -6.324 -3.029
C16 -4.907 -5.832 -4.393
C17 -3.393 -5.646 -4.513
C18 -2.776 -4.685 -3.497
C19 -3.297 -3.258 -3.620
H18 -3.760 -7.705 -2.594
H19 -5.233 -8.019 -1.687
H20 -5.148 -8.449 -3.397
H21 -5.120 -5.605 -2.251
H22 -6.481 -6.367 -3.040
H23 -5.409 -4.890 -4.625
H24 -5.233 -6.542 -5.161
H25 -3.168 -5.287 -5.522
H26 -2.898 -6.619 -4.426
H27 -1.695 -4.669 -3.641
H28 -2.943 -5.049 -2.479
H29 -3.093 -2.856 -4.615
H30 -2.809 -2.611 -2.891
H31 -4.374 -3.201 -3.442
C20 1.597 3.539 4.051
C21 0.579 4.383 4.812
C22 0.966 5.859 4.903
C23 2.270 6.137 5.653
C24 2.309 5.618 7.089
C25 1.258 6.258 7.992
H32 2.573 3.546 4.536
H33 1.268 2.501 3.995
H34 1.721 3.907 3.031
H35 0.432 3.967 5.812
H36 -0.387 4.310 4.306
H37 0.148 6.412 5.374
H38 1.056 6.265 3.891
H39 2.443 7.218 5.662
H40 3.109 5.705 5.100
H41 3.299 5.822 7.505
H42 2.191 4.531 7.103
H43 1.388 7.342 8.031
H44 1.338 5.873 9.010
H45 0.246 6.049 7.643

## Properties
total charge: -1
HOMO: -5.63 eV
HOMO-LUMO gap: 8.24 eV
energy: -55885.076 eV
multiplicity: 1

Number 1: maximum force 5.8 eV/A. Number 2: maximum force 8.1 eV/A. Number 3: maximum force 3.3 eV/A. Number 4: maximum force 6.3 eV/A. Number 5: maximum force 4.5 eV/A. Number 6: maximum force 6.0 eV/A. Number 7: maximum force 3.9 eV/A. Number 8: maximum force 2.2 eV/A. Number 9: maximum force 1.8 eV/A.